1.
Formula: C9H14N2PSn
Source: OMol25
Level of theory: ωB97M-V/def2-TZVPD

Geometry as XYZ:
```
27
Properties=species:S:1:pos:R:3:lowdin_charge:R:1
C -1.618 1.719 -0.141 -0.1489
C -0.521 2.577 -0.408 -0.0892
C 0.226 2.756 0.828 -0.0601
C -0.465 2.033 1.851 -0.1188
C -1.588 1.364 1.254 -0.1331
Sn -0.936 -2.088 0.391 0.8725
P -0.359 -1.720 -2.268 0.6049
H -2.372 1.393 -0.843 0.0839
H -0.230 2.955 -1.390 0.0961
H 1.224 3.199 0.926 0.1058
H -2.271 0.672 1.749 0.0725
H -0.191 1.968 2.902 0.0903
H 0.910 -1.859 -2.869 -0.0942
H -0.819 -0.733 -3.181 -0.0913
H -0.893 -2.818 -2.967 -0.1126
C 3.533 -4.332 0.964 0.0000
N 3.016 -2.981 0.896 -0.1222
C 3.648 -1.751 1.066 -0.0085
C 2.665 -0.801 0.878 -0.0827
N 1.438 -1.430 0.623 -0.1008
C 1.721 -2.748 0.599 -0.3420
H 4.354 -4.501 0.266 0.1040
H 3.827 -4.625 1.979 0.1074
H 2.696 -4.972 0.666 0.0935
H 4.689 -1.644 1.323 0.1302
H 2.758 0.267 0.916 0.1059
H 1.045 -3.604 0.464 0.0376
```

Net charge: +1
Total energy: -1016.1219 a.u.
Spin multiplicity: 1
HOMO-LUMO gap (alpha / beta): 6.685 / 6.038 eV

---

2.
Formula: C29H22Cl2F5N2O6PS2Zr
Source: OMol25
Level of theory: ωB97M-V/def2-TZVPD

Geometry as XYZ:
```
70
Properties=species:S:1:pos:R:3:lowdin_charge:R:1
Zr 0.844 -0.453 1.048 1.5825
N 2.571 -0.840 -0.496 -0.0942
C 2.040 -1.142 -1.844 -0.1118
C 0.842 -2.066 -1.686 -0.5719
O 0.516 -2.823 -2.587 0.0488
N 0.240 -1.892 -0.490 -0.1384
C -0.906 -2.759 -0.199 -0.1069
C -1.149 -2.572 1.283 -0.5974
O -0.926 -1.303 1.634 -0.3088
O -1.477 -3.452 2.036 0.1081
H 3.255 -0.091 -0.544 0.0174
H 3.088 -1.655 -0.177 0.0994
H 2.789 -1.606 -2.482 0.1317
H 1.708 -0.212 -2.307 0.1128
H -0.705 -3.796 -0.459 0.1331
H -1.810 -2.449 -0.739 0.1243
O 0.389 1.525 2.076 -0.4730
S 0.960 2.465 1.077 0.4849
O 1.935 3.382 1.577 -0.2652
O 1.481 1.555 0.004 -0.4773
C -0.380 3.398 0.429 -0.2794
C -0.398 4.763 0.682 -0.0381
C -1.476 5.510 0.238 -0.0519
C -2.515 4.887 -0.441 -0.0492
C -2.481 3.522 -0.687 -0.0526
C -1.405 2.750 -0.261 -0.3150
P -1.292 0.945 -0.608 1.1140
C -3.040 0.435 -0.618 -0.3603
C -3.847 0.420 -1.755 -0.0945
C -5.180 0.049 -1.651 -0.0731
C -5.713 -0.300 -0.418 -0.0760
C -4.917 -0.281 0.718 -0.0623
C -3.581 0.081 0.620 -0.0829
C -0.799 0.973 -2.367 -0.3544
C -0.980 -0.175 -3.135 -0.1248
C -0.492 -0.236 -4.431 -0.0629
C 0.178 0.851 -4.973 -0.0752
C 0.358 2.003 -4.217 -0.0738
C -0.129 2.065 -2.919 -0.0829
H 0.422 5.214 1.222 0.1154
H -1.506 6.574 0.430 0.1117
H -3.362 5.466 -0.785 0.1115
H -3.297 3.047 -1.215 0.1094
H -3.431 0.689 -2.718 0.1038
H -5.802 0.031 -2.536 0.1057
H -6.752 -0.592 -0.343 0.1054
H -5.331 -0.559 1.678 0.1099
H -2.947 0.077 1.497 0.1017
H -1.484 -1.036 -2.713 0.1049
H -0.617 -1.145 -5.003 0.1150
H 0.562 0.801 -5.983 0.1049
H 0.878 2.854 -4.636 0.1050
H 0.020 2.962 -2.333 0.1025
F 3.831 -6.101 4.145 0.1308
C 3.262 -4.904 4.025 -0.1399
C 2.909 -4.415 2.784 -0.1424
F 3.133 -5.127 1.680 0.1290
C 2.326 -3.169 2.714 -0.2072
F 1.980 -2.690 1.478 -0.0200
C 2.062 -2.355 3.792 -0.5276
S 1.333 -0.798 3.622 0.6664
C 2.433 -2.883 5.029 -0.2306
F 2.228 -2.171 6.137 0.0976
C 3.018 -4.127 5.148 -0.1380
F 3.360 -4.593 6.347 0.1302
Cl 5.652 0.796 -0.050 0.5475
C 4.636 1.648 1.132 -0.9351
Cl 3.674 0.524 2.120 0.5858
H 3.940 2.292 0.608 0.0059
H 5.274 2.218 1.796 0.0380
```

Net charge: 0
Total energy: -4283.9635 a.u.
Spin multiplicity: 1
HOMO-LUMO gap: 7.836 eV

---

3.
Formula: C33H84Cl4O7S7
Source: OMol25
Level of theory: ωB97M-V/def2-TZVPD

Geometry as XYZ:
```
135
Properties=species:S:1:pos:R:3:lowdin_charge:R:1
C 1.836 1.327 -4.610 -0.2381
S 1.849 2.545 -3.203 0.8091
O 2.884 2.105 -2.161 -0.5740
C 2.549 4.018 -4.008 -0.2533
H 1.130 1.611 -5.390 0.0448
H 1.787 0.342 -4.146 0.0229
H 2.752 1.228 -5.192 0.0545
H 2.442 4.906 -3.386 0.0479
H 1.932 4.131 -4.899 0.0445
H 3.571 3.845 -4.348 0.0598
C 1.657 -1.715 -1.696 -0.2521
S 0.691 -2.854 -2.772 0.8506
O 0.390 -1.972 -4.009 -0.5935
C 2.144 -3.906 -3.207 -0.2494
H 0.970 -0.958 -1.318 0.0307
H 2.418 -1.199 -2.282 0.0520
H 2.151 -2.289 -0.912 0.0462
H 1.686 -4.768 -3.692 0.0414
H 2.673 -4.280 -2.330 0.0502
H 2.766 -3.265 -3.832 0.0554
C 1.370 4.294 4.407 -0.2481
S 3.162 3.806 4.207 0.7837
O 3.774 4.616 3.062 -0.5814
C 3.879 4.663 5.699 -0.2357
H 0.889 4.151 3.439 0.0332
H 1.356 5.345 4.697 0.0451
H 0.857 3.762 5.208 0.0370
H 3.784 3.967 6.532 0.0092
H 3.414 5.620 5.936 0.0491
H 4.920 4.931 5.514 0.0521
C -0.652 5.732 -2.387 -0.2794
S -2.233 6.276 -1.604 0.8498
O -2.898 7.031 -2.733 -0.5864
C -2.976 4.526 -1.629 -0.2162
H -0.817 5.206 -3.327 0.0458
H -0.118 5.089 -1.688 0.0390
H -0.105 6.650 -2.600 0.0444
H -3.967 4.662 -2.063 0.0532
H -3.104 4.198 -0.597 0.0178
H -2.346 3.836 -2.190 0.0143
C 7.276 -1.461 2.802 -0.2575
S 6.149 -0.587 3.940 0.7851
O 6.806 -0.535 5.321 -0.5798
C 6.158 1.012 2.996 -0.2424
H 7.625 -2.343 3.339 0.0528
H 8.083 -0.800 2.485 0.0473
H 6.705 -1.633 1.890 0.0466
H 5.613 1.710 3.632 0.0252
H 5.686 0.898 2.021 0.0536
H 7.130 1.483 2.851 0.0549
C -2.518 2.936 3.819 -0.2409
S -4.274 2.296 3.637 0.8396
O -5.173 2.618 4.832 -0.5746
C -4.876 3.359 2.281 -0.2652
H -2.472 3.964 4.179 0.0558
H -2.007 2.871 2.859 0.0208
H -2.025 2.188 4.439 0.0376
H -5.933 3.223 2.051 0.0551
H -4.320 3.116 1.375 0.0134
H -4.795 4.442 2.376 0.0573
C -1.595 1.686 -4.241 -0.2740
S -3.197 0.865 -3.936 0.8521
O -4.010 1.768 -3.003 -0.5694
C -3.926 0.935 -5.699 -0.2161
H -1.046 0.912 -4.778 0.0351
H -1.021 2.014 -3.375 0.0142
H -1.691 2.570 -4.870 0.0555
H -3.810 1.956 -6.062 0.0391
H -4.998 0.735 -5.717 0.0468
H -3.488 0.269 -6.442 0.0437
C 2.226 0.088 6.751 -2.0008
Cl 1.533 0.602 5.187 0.5587
Cl 2.666 1.444 7.758 0.5515
Cl 0.996 -0.777 7.687 0.5627
Cl 3.663 -0.924 6.534 0.5820
C 3.269 -3.181 3.041 -0.1099
C 2.612 -3.873 4.285 -0.2183
C 1.249 -3.206 4.684 -0.2356
C 0.769 -3.692 6.045 -0.2570
C 0.738 -5.264 6.192 -0.2298
C -0.213 -5.878 5.133 -0.1234
H 2.594 -3.214 2.186 0.0594
H 4.175 -3.631 2.635 0.0590
H 3.518 -2.145 3.273 0.0298
H 2.376 -4.890 3.969 0.0934
H 3.292 -3.811 5.134 0.0960
H 0.440 -3.491 4.011 0.1000
H 1.190 -2.118 4.646 0.0553
H 1.484 -3.304 6.771 0.0546
H -0.239 -3.310 6.203 0.1010
H 1.720 -5.719 6.059 0.0922
H 0.328 -5.523 7.168 0.0981
H 0.115 -5.909 4.094 0.0635
H -0.452 -6.907 5.401 0.0610
H -1.197 -5.417 5.219 0.0700
C -3.231 -2.658 -3.548 -0.1267
C -4.563 -2.768 -4.255 -0.2810
C -4.631 -3.895 -5.223 -0.2219
C -3.913 -3.542 -6.584 -0.2071
C -4.237 -4.587 -7.681 -0.2678
C -3.610 -4.365 -9.089 -0.1047
H -2.944 -3.503 -2.923 0.0722
H -3.230 -1.835 -2.833 0.0302
H -2.420 -2.552 -4.269 0.0595
H -5.421 -2.870 -3.591 0.1119
H -4.668 -1.857 -4.845 0.0821
H -5.680 -4.075 -5.460 0.1070
H -4.184 -4.817 -4.853 0.1143
H -4.267 -2.572 -6.932 0.1009
H -2.827 -3.534 -6.491 0.1052
H -3.846 -5.524 -7.284 0.0965
H -5.310 -4.777 -7.720 0.0978
H -3.473 -5.303 -9.627 0.0629
H -4.196 -3.714 -9.737 0.0610
H -2.664 -3.842 -8.951 0.0622
C 2.136 0.400 1.817 -0.1325
C 1.360 1.641 1.582 -0.2743
C 0.304 1.566 0.470 -0.2157
C -0.926 0.827 0.948 -0.2307
C -2.128 1.084 0.081 -0.2456
C -3.176 -0.054 0.001 -0.0813
H 2.718 0.056 0.962 0.0789
H 1.566 -0.452 2.187 0.0646
H 2.906 0.711 2.524 0.0446
H 0.837 2.021 2.459 0.0766
H 2.081 2.395 1.264 0.1126
H 0.771 1.147 -0.422 0.0847
H 0.038 2.564 0.122 0.1052
H -0.607 -0.216 0.944 0.1111
H -1.140 0.983 2.005 0.0980
H -2.605 2.000 0.429 0.0717
H -1.801 1.372 -0.917 0.0872
H -3.477 -0.493 0.953 0.0693
H -4.101 0.289 -0.462 0.0636
H -2.807 -0.880 -0.608 0.0561
```

Net charge: 0
Total energy: -6462.1534 a.u.
Spin multiplicity: 1
HOMO-LUMO gap: 9.038 eV

---

- The lowest total energy belongs to which entry?
  C33H84Cl4O7S7